ORCA calculation (ωB97M-V with the def2-TZVPD basis set) on a 7-piece molecular cluster, C36H59NO22 overall.

```
118
Properties=species:S:1:pos:R:3:forces:R:3
C 3.18048 -0.41780 -0.17353 0.09 -0.16 -0.54
C 3.44116 0.06458 -1.61152 -0.06 0.19 0.40
C 2.84502 1.45496 -1.84677 0.67 -0.15 -0.08
O 1.48658 1.58001 -1.40173 0.27 -0.04 0.36
C 0.55261 0.87954 -2.03453 -0.29 -0.82 -0.58
O 0.70182 0.38290 -3.12744 0.11 0.39 -0.13
N -0.64380 0.72532 -1.31016 0.08 0.81 0.86
C -1.63414 1.75852 -1.65775 0.19 0.14 -0.45
C -1.31187 3.20469 -1.23505 -1.03 0.19 0.05
C -1.89502 3.58470 0.15071 0.77 -0.46 -0.17
C -0.46189 0.51217 0.14192 -0.09 -0.32 0.28
C -0.63687 -0.98092 0.43761 0.02 0.53 -0.06
C -2.08260 -1.38242 0.15879 -0.11 -0.38 0.16
C -2.29244 -1.85909 -1.25844 -0.14 -0.23 -0.47
O -3.53827 -1.27472 -1.74548 0.18 0.49 -0.09
C -3.61004 -1.16779 -3.06687 -0.01 -0.19 -0.28
O -3.01318 -1.84949 -3.85371 0.24 -0.08 -0.17
H 3.17238 0.42865 0.51005 -0.10 -0.02 0.10
H 3.95340 -1.11129 0.15779 0.00 -0.02 -0.01
H 2.23167 -0.95602 -0.14608 -0.04 0.17 0.30
H 3.07296 -0.66851 -2.32720 -0.05 0.08 -0.10
H 4.51943 0.15933 -1.76203 -0.04 0.07 -0.13
H 3.39799 2.15963 -1.22368 -0.18 0.05 0.03
H 2.95588 1.77902 -2.88028 -0.25 -0.09 -0.10
H -2.59832 1.47940 -1.23060 0.02 -0.17 0.05
H -1.75601 1.70838 -2.74492 0.07 0.01 0.01
H -0.24863 3.42482 -1.30413 0.06 -0.08 0.03
H -1.80293 3.85097 -1.96927 0.12 -0.05 -0.10
H -2.67142 2.87886 0.45031 -0.15 0.11 -0.04
H -1.10951 3.50180 0.90364 -0.16 0.18 0.17
H -2.31179 4.58764 0.15537 0.07 0.07 0.10
H 0.49378 0.88105 0.51232 0.01 0.02 -0.14
H -1.22475 1.03664 0.71539 0.00 0.21 -0.24
H 0.06356 -1.51716 -0.20832 -0.04 -0.32 0.19
H -0.39157 -1.18052 1.48292 0.17 0.01 0.01
H -2.72728 -0.51833 0.33122 -0.03 -0.03 0.04
H -2.41360 -2.16477 0.84543 0.00 0.02 0.08
H -1.49773 -1.51412 -1.91706 -0.03 0.02 0.04
H -2.35331 -2.94118 -1.35177 -0.05 -0.08 0.07
H -4.26889 -0.35749 -3.40430 -0.28 -0.05 0.36
C -4.58551 -0.11505 4.20821 -0.05 -0.14 0.05
C -3.06696 -0.19207 4.18904 -0.29 0.08 0.00
C -2.37406 0.28066 5.44800 0.08 -0.07 0.11
O -1.10539 0.72682 4.95022 -0.08 0.03 -0.01
C -1.30195 1.13764 3.67400 -0.16 0.09 -0.04
O -0.53458 1.78029 3.03552 0.23 0.02 0.06
O -2.50573 0.71713 3.22033 0.12 -0.06 0.01
H -4.95586 0.26331 5.16157 0.03 0.09 -0.03
H -4.94418 0.54134 3.41800 0.06 0.03 -0.01
H -5.02744 -1.09887 4.05753 0.01 0.02 -0.05
H -2.73246 -1.19655 3.91728 0.06 0.01 0.00
H -2.23625 -0.50069 6.19155 0.15 0.01 -0.04
H -2.88462 1.13331 5.90148 -0.07 -0.01 -0.04
C -2.81296 2.02342 -6.34075 -0.02 -0.07 -0.12
C -1.68844 3.03726 -6.49258 -0.22 -0.19 0.12
C -0.29469 2.49215 -6.27579 0.09 -0.11 -0.01
O 0.41511 3.64818 -5.81882 0.01 -0.02 0.02
C -0.47718 4.44790 -5.18912 -0.03 0.02 0.09
O -0.19023 5.36420 -4.49074 -0.03 0.04 -0.03
O -1.74553 4.04779 -5.46063 0.14 -0.03 -0.07
H -2.42905 1.02860 -6.10906 0.02 0.04 0.10
H -3.49075 2.32396 -5.54359 0.03 0.05 0.02
H -3.39056 1.94005 -7.26026 -0.03 0.04 0.02
H -1.75814 3.55447 -7.45222 0.05 0.05 0.02
H 0.16663 2.09451 -7.17651 0.08 0.13 0.00
H -0.26454 1.73587 -5.48595 -0.06 -0.03 -0.02
C -0.91856 -6.52062 -6.31753 -0.08 -0.08 -0.08
C -1.57238 -6.46718 -4.94565 0.19 0.01 -0.19
C -2.44574 -5.26275 -4.69278 -0.05 0.29 0.16
O -2.35386 -5.12022 -3.25816 0.14 -0.05 -0.22
C -1.14574 -5.60475 -2.88714 0.13 0.17 0.13
O -0.63310 -5.42083 -1.82199 -0.31 -0.14 -0.39
O -0.58919 -6.31164 -3.89668 -0.04 0.01 0.13
H -1.20394 -5.66531 -6.93078 0.05 0.06 0.06
H 0.16549 -6.52798 -6.22456 0.00 0.01 0.06
H -1.21736 -7.41822 -6.85657 0.04 -0.02 0.02
H -2.11619 -7.39094 -4.73746 -0.01 0.01 0.06
H -3.48113 -5.39856 -4.99521 -0.02 0.01 0.18
H -2.04314 -4.35302 -5.16076 -0.08 -0.19 0.14
C 3.35633 -0.45499 3.41514 -0.36 -0.02 0.14
C 4.86372 -0.35751 3.42972 -0.20 0.03 -0.03
C 5.46300 0.07137 4.74706 0.16 -0.02 0.08
O 6.67848 0.71099 4.33670 -0.08 0.07 -0.01
C 6.46681 1.21499 3.09246 -0.04 -0.06 -0.05
O 7.17912 1.99616 2.55020 0.03 -0.01 0.00
O 5.33133 0.70450 2.56329 0.17 0.05 0.11
H 2.92305 -0.21635 4.38865 0.05 0.13 -0.01
H 2.92663 0.22041 2.67942 0.04 0.08 0.02
H 3.04131 -1.46159 3.17055 0.01 -0.05 -0.08
H 5.31579 -1.28524 3.08110 0.03 -0.01 -0.02
H 5.67472 -0.75669 5.41898 0.15 0.02 -0.04
H 4.84287 0.81087 5.26108 -0.07 -0.03 -0.03
C 0.36486 -5.54646 1.16180 0.05 -0.06 0.22
C 1.49847 -5.46477 2.17769 -0.03 0.25 -0.27
C 1.20063 -4.69605 3.44884 0.02 -0.04 0.09
O 2.49219 -4.18308 3.82428 -0.33 -0.09 0.16
C 3.20542 -4.03105 2.69219 0.26 0.20 -0.51
O 4.20343 -3.37501 2.60977 -0.30 -0.54 0.00
O 2.61367 -4.67882 1.66230 0.05 -0.03 0.29
H -0.53428 -5.04390 1.52209 0.04 0.09 -0.01
H 0.65271 -5.09084 0.21917 0.04 0.02 -0.01
H 0.09401 -6.58081 0.95831 0.05 0.02 -0.05
H 1.88512 -6.45941 2.40911 0.10 0.06 0.03
H 0.78792 -5.31067 4.24493 0.16 0.03 0.08
H 0.54122 -3.84390 3.26494 -0.04 -0.04 -0.07
C 1.55793 6.81988 2.61098 0.09 0.09 0.06
C 0.42453 6.60245 3.60175 0.22 -0.02 -0.23
C 0.61787 5.45525 4.56849 0.03 -0.03 0.14
O -0.73136 5.07008 4.85910 0.07 0.00 -0.06
C -1.47647 5.37614 3.76766 -0.04 -0.11 -0.11
O -2.57755 4.97634 3.56904 -0.05 0.04 0.06
O -0.78598 6.18791 2.93484 -0.06 -0.02 0.12
H 2.36816 6.10622 2.76497 -0.06 -0.07 -0.04
H 1.19842 6.71264 1.58957 -0.06 -0.03 0.01
H 1.98251 7.81704 2.71666 -0.04 0.00 -0.03
H 0.19463 7.52553 4.13873 -0.05 -0.03 0.03
H 1.13780 5.73570 5.48150 -0.13 -0.02 0.06
H 1.12427 4.60626 4.10247 0.02 0.04 -0.06
```
Forces are in eV/Å.

The spin multiplicity is 1. As for the frontier orbital gap: 9.0 eV. Its SMILES is CCCOC(=O)N(CCC)CCCCOC=O.C[C@@H]1COC(=O)O1.C[C@@H]1COC(=O)O1.C[C@@H]1COC(=O)O1.C[C@@H]1COC(=O)O1.C[C@@H]1COC(=O)O1.C[C@@H]1COC(=O)O1. The calculation puts the LUMO energy at 0.21 eV. For the relative energy (zero: lowest compared OMol25 entry of this formula, charge and spin), the calculation gives 0.0000 eV.

---

ORCA calculation (ωB97M-V with the def2-TZVPD basis set) on a 12-piece molecular cluster, C36H60F4O36 overall.

```
136
Properties=species:S:1:pos:R:3:forces:R:3
C -1.40565 -2.60094 -0.23718 2.54 -0.47 -0.12
C -0.23487 -2.06481 -1.11077 -1.44 -1.22 1.51
O 0.30696 -1.03878 -0.31916 0.44 0.93 -0.09
C -0.58829 -0.64420 0.62207 0.22 1.69 1.69
O -0.46361 0.27256 1.44141 -0.10 -2.47 -2.59
O -1.64520 -1.43213 0.54064 -1.69 -0.37 0.94
F -0.90800 -1.60511 -2.18029 0.78 1.10 -1.70
H -0.95149 -3.39738 0.35233 -0.50 0.06 0.62
H -2.25560 -2.99307 -0.79568 0.01 0.72 0.16
H 0.59547 -2.73531 -1.33227 -0.26 0.05 -0.45
C 4.81300 -1.39287 -5.20380 -0.11 -0.83 -0.45
C 5.64632 -2.66214 -4.87173 -2.37 1.01 -2.80
O 4.89530 -3.27956 -3.91366 -1.27 -1.06 1.50
C 3.85854 -2.48003 -3.46345 -1.55 -1.20 3.48
O 3.04526 -2.78876 -2.54911 3.40 1.15 -4.11
O 3.95415 -1.31853 -4.08244 -1.02 0.99 0.65
F 6.81690 -2.28031 -4.46043 2.66 0.38 1.49
H 4.14101 -1.50716 -6.05437 0.35 -0.13 -0.29
H 5.44087 -0.51250 -5.34110 -0.17 -0.02 0.42
H 5.77310 -3.30860 -5.74013 -0.02 -0.26 0.14
C -4.99228 -7.25166 0.27759 -0.64 0.87 -0.26
C -6.18749 -6.59602 0.88298 -1.94 0.72 -0.36
O -6.00996 -5.19073 0.70537 -0.64 -0.73 0.41
C -4.70136 -4.97077 0.66326 0.89 1.16 -1.59
O -4.19322 -3.87348 0.60138 -0.40 -1.89 0.59
O -4.07540 -6.15967 0.46866 1.77 -0.47 0.14
F -6.21553 -6.81745 2.21270 -0.03 -0.32 0.68
H -5.12130 -7.48941 -0.77832 0.08 0.45 -0.15
H -4.81083 -8.21407 0.75606 0.79 0.51 0.53
H -7.17036 -6.80890 0.46257 0.11 -0.27 0.03
C -4.81886 -0.68646 2.84263 -1.90 -1.04 -1.24
C -3.83642 0.40433 2.63384 0.36 -2.63 -0.38
O -3.02544 0.13206 3.75033 1.61 0.67 0.48
C -3.80658 -0.33288 4.74922 1.45 -0.69 4.19
O -3.46182 -0.48835 5.93051 -0.75 0.76 -3.71
O -4.99838 -0.65637 4.28541 -0.44 -0.77 -1.47
F -4.44701 1.52706 2.82823 -1.31 3.48 0.33
H -4.50677 -1.64376 2.42518 0.74 -0.30 0.76
H -5.76078 -0.58883 2.30287 -0.23 0.81 0.53
H -3.32592 0.43863 1.67139 0.49 -0.31 0.40
C -1.88854 3.27829 3.20968 -0.44 1.93 1.98
O -2.40206 3.69543 1.96011 -0.43 0.92 -2.29
C -2.77700 5.00697 1.79315 0.85 1.15 1.15
O -2.70451 5.86140 2.66469 -0.34 -1.29 -1.20
O -3.14412 5.24763 0.51055 -0.38 -0.54 -0.14
C -3.65819 6.53893 0.02247 0.09 -0.25 0.67
H -1.33923 4.10238 3.66492 0.39 0.07 -0.21
H -1.23153 2.40918 3.24262 -0.58 -0.10 -0.96
H -2.75040 3.21634 3.87410 0.09 -0.77 0.13
H -2.83839 7.16862 -0.32326 0.11 -0.13 0.33
H -4.29156 7.06719 0.73512 0.48 -0.17 0.49
H -4.32372 6.38917 -0.82767 0.31 -0.79 -0.03
C 8.43025 -1.29419 2.19244 -0.16 -0.09 1.38
O 7.21368 -1.85220 1.66851 0.02 1.01 -0.44
C 6.15210 -1.03060 1.48093 0.31 1.13 0.88
O 6.04448 0.08744 1.96927 -0.10 -1.73 -1.22
O 5.29985 -1.73347 0.74076 -1.10 -0.42 -0.78
C 4.07512 -1.15228 0.20778 -0.23 1.81 0.83
H 9.10611 -0.79707 1.49662 -0.18 -0.79 -0.70
H 8.81742 -2.15594 2.73611 0.73 0.20 -0.44
H 8.32915 -0.51446 2.94736 -0.94 -0.04 0.11
H 4.16858 -0.78719 -0.81499 0.59 -0.18 0.07
H 3.81526 -0.29872 0.83388 0.25 0.29 -0.07
H 3.14758 -1.72393 0.23920 0.75 -1.17 0.28
C 1.81011 1.40522 -2.82149 0.07 0.33 0.98
O 3.05792 1.48988 -2.05672 0.33 -0.01 -0.50
C 3.73919 2.64306 -2.01582 0.34 3.36 -0.47
O 3.34288 3.78671 -2.35060 1.00 -3.87 0.89
O 5.01385 2.40287 -1.51415 -1.25 0.40 -0.45
C 5.85639 3.56307 -1.24112 -0.95 0.61 0.42
H 1.96410 1.19630 -3.88015 0.39 0.46 0.06
H 1.23631 2.30758 -2.61032 0.05 0.04 -0.45
H 1.25327 0.55528 -2.42701 0.30 0.01 0.27
H 5.28650 4.38521 -0.80822 -0.48 -0.20 -0.03
H 6.30982 4.01652 -2.12253 0.11 -0.66 -0.21
H 6.57307 3.31318 -0.45879 0.05 -0.57 -0.47
C -2.11832 0.42943 -5.12707 -0.55 1.44 0.44
O -3.48558 0.84813 -4.71828 0.30 0.61 -1.41
C -4.00813 1.89414 -5.48537 -0.22 -1.80 0.79
O -3.37721 2.75797 -5.99377 0.71 0.86 -0.55
O -5.32967 1.73394 -5.56705 -0.60 -0.97 0.19
C -6.17978 2.65835 -6.30807 1.67 0.48 0.77
H -2.12951 0.10315 -6.16703 -0.13 -0.51 0.25
H -1.72529 -0.25634 -4.37650 -0.64 -0.36 -0.29
H -1.42633 1.27119 -5.10074 -0.25 0.35 0.04
H -7.14815 2.19495 -6.49688 0.36 -0.11 0.18
H -5.65944 2.96608 -7.21505 -0.21 -0.14 -0.11
H -6.23872 3.52707 -5.65235 -0.52 0.15 -0.27
C -5.34387 -1.70324 -1.75475 -0.91 0.28 0.91
O -4.14890 -0.96038 -1.96835 0.46 1.17 0.28
C -4.11957 0.25676 -1.34664 -0.24 1.67 1.20
O -4.97160 0.77203 -0.58371 2.54 -2.09 -2.44
O -2.91918 0.86608 -1.68804 -1.77 -1.90 0.10
C -2.56880 2.05570 -1.01181 0.29 1.07 -0.03
H -5.44477 -1.82332 -0.67610 -0.51 0.20 -0.01
H -5.38164 -2.72287 -2.13820 1.05 0.24 -0.53
H -6.17407 -1.16549 -2.21266 -0.12 0.03 0.33
H -2.36274 1.89815 0.04688 -0.38 0.05 0.00
H -3.26317 2.87246 -1.20892 -0.45 -0.28 0.47
H -1.65095 2.43732 -1.45903 0.21 -0.49 -0.14
C 0.93020 0.85535 4.56839 -0.33 0.39 0.48
O 1.77680 1.84461 5.22328 -2.03 0.35 -0.51
C 3.05580 1.73223 5.47473 0.97 0.97 1.13
O 3.64623 2.59386 6.12132 -0.46 -1.85 -1.32
O 3.52268 0.58911 4.96953 0.28 -0.11 0.07
C 4.92320 0.28756 5.02429 -0.18 0.17 0.00
H 1.10147 0.72489 3.49986 0.84 -0.35 0.25
H -0.09470 1.22640 4.57100 0.17 0.59 0.45
H 0.85512 -0.03686 5.19002 0.56 -0.26 -0.45
H 5.51479 1.20246 4.99126 -0.06 -0.07 -0.26
H 5.05769 -0.35101 4.15123 0.41 0.21 0.22
H 5.18222 -0.23838 5.94319 -0.22 -0.07 0.04
C -0.53463 -6.35702 1.64589 -1.37 -0.53 0.97
O 0.57150 -6.44030 0.78288 1.05 0.37 -0.67
C 1.42705 -5.41713 0.55666 -0.16 -0.29 0.02
O 1.19965 -4.26764 0.85309 0.50 -0.43 -0.27
O 2.52673 -5.94847 -0.03785 -1.64 0.48 -0.08
C 3.67714 -5.12981 -0.26874 0.98 0.12 1.77
H -0.72929 -7.40518 1.87296 0.07 0.07 0.31
H -1.49744 -5.99992 1.28038 0.33 0.31 -1.17
H -0.46983 -5.79581 2.57807 1.10 0.04 -0.03
H 4.00697 -4.96160 -1.29395 -0.81 -0.23 -0.05
H 4.44179 -5.68299 0.27660 0.37 -0.05 -0.39
H 3.62464 -4.20106 0.29938 -0.39 0.21 -0.43
C 1.00050 2.82477 0.72518 1.58 -1.06 -0.19
O 1.13258 4.16614 0.28968 -0.81 -0.76 -1.33
C 1.30727 5.13110 1.14787 0.01 -2.21 5.71
O 1.61576 4.97754 2.35262 -0.25 0.52 -2.95
O 0.87560 6.19865 0.60993 -0.61 2.67 -1.59
C 0.67765 7.41867 1.27788 -0.45 1.87 0.25
H 0.51197 2.21145 -0.03197 -0.35 0.63 -0.19
H 0.52515 2.60803 1.68182 0.06 0.77 -0.03
H 2.02612 2.45584 0.71509 0.04 -0.45 0.58
H 0.14679 8.04928 0.56471 0.18 -0.13 -0.31
H 1.55853 7.99132 1.56808 0.50 -0.62 -0.19
H 0.01947 7.47526 2.14489 0.03 -1.23 0.20
```
Forces are in eV/Å.

The spin multiplicity is 1. As for the frontier orbital gap: 9.8 eV. Its SMILES is O=C1OC[C@@H](F)O1.O=C1OC[C@@H](F)O1.O=C1OC[C@@H](F)O1.O=C1OC[C@@H](F)O1.COC(=O)OC.COC(=O)OC.COC(=O)OC.COC(=O)OC.COC(=O)OC.COC(=O)OC.COC(=O)OC.COC(=O)OC. The calculation puts the LUMO energy at 0.01 eV. For the relative energy (zero: lowest compared OMol25 entry of this formula, charge and spin), the calculation gives 4.0073 eV.

---

| no. | HOMO energy (eV) |
| --- | --- |
| 1 | -8.7 |
| 2 | -9.7 |